Entry 1:
Formula: C37H53Br4GeN4O5Si3Sr
Source: OMol25
Level of theory: wB97M-V/def2-TZVPD

Geometry as XYZ:
```
108
Properties=species:S:1:pos:R:3:forces:R:3:mulliken_spin:R:1
Sr -0.92634 -1.16595 -0.58481 -0.1 1.2 0.1 -0.129
O -0.06312 -0.79728 1.50882 0.0 0.2 1.5 0.329
C -1.08921 -0.95266 2.31561 0.4 0.2 0.0 0.091
C -1.15864 -2.07040 3.18851 -0.1 0.1 0.0 0.017
C -2.19489 -2.21059 4.07621 -0.1 0.1 0.0 -0.001
C -3.22017 -1.25057 4.15402 0.1 -0.1 0.0 0.002
C -3.19633 -0.18784 3.28363 -0.1 0.2 -0.2 -0.005
C -2.16985 -0.02784 2.34196 0.1 0.1 -0.1 -0.058
C -2.19027 1.05146 1.34326 0.2 -0.3 0.4 -0.030
N -2.94451 2.07250 1.35530 -0.3 0.0 -0.1 0.016
C -2.82659 2.94401 0.19905 0.0 -0.1 0.2 -0.012
C -3.82763 2.56419 -0.88998 0.1 -0.2 -0.1 0.002
N -3.50800 1.26749 -1.46404 0.0 0.1 0.1 0.001
C -4.46783 0.44460 -1.61780 0.1 -0.3 -0.2 0.000
C -4.43582 -0.87629 -2.26060 -0.1 0.4 0.2 0.000
C -5.67487 -1.49588 -2.46776 -0.1 0.0 0.0 0.000
C -5.79949 -2.70949 -3.11063 0.2 0.0 0.0 0.000
C -4.62198 -3.34099 -3.55155 -0.1 0.0 0.0 0.000
C -3.38713 -2.77799 -3.34883 -0.2 0.1 0.1 0.000
C -3.23581 -1.52592 -2.68125 0.1 0.1 -0.2 -0.001
O -2.07513 -1.02720 -2.47685 -1.0 0.1 -1.7 -0.004
H -0.39065 -2.82916 3.10480 0.0 0.0 0.0 -0.003
H -2.22783 -3.08817 4.71226 0.0 0.0 0.0 0.000
H -4.03294 -1.36523 4.86038 0.0 0.0 0.0 0.000
H -3.99138 0.55168 3.28533 0.0 0.0 0.0 0.000
H -1.44271 0.94730 0.55009 0.0 0.3 0.1 0.002
H -1.81880 2.91393 -0.23865 0.0 0.0 0.0 0.017
H -3.02422 3.97054 0.52026 0.0 0.0 0.0 0.002
H -3.73696 3.31696 -1.68254 0.0 0.0 0.0 -0.001
H -4.85280 2.61686 -0.49588 0.0 -0.1 0.0 0.000
H -5.47336 0.73844 -1.27429 -0.1 0.0 0.0 0.000
H -6.56316 -0.98538 -2.10129 0.0 0.0 0.0 0.000
H -6.76861 -3.17144 -3.24820 0.0 0.0 0.0 0.000
H -4.68506 -4.30384 -4.04919 0.0 0.0 0.0 0.000
H -2.47599 -3.28099 -3.64920 0.0 0.0 0.0 0.000
Br -2.07929 -7.98427 1.40664 0.0 0.0 0.0 0.000
C -1.29208 -6.41866 0.66718 -0.1 0.1 0.0 0.000
C -0.00714 -6.44247 0.17108 0.1 0.1 0.0 0.000
Br 1.03951 -8.02859 0.23162 0.0 0.0 0.0 0.000
C 0.53760 -5.26115 -0.38051 -0.2 0.1 0.0 0.001
Br 2.30541 -5.21657 -1.09544 0.0 0.0 0.0 0.000
C -0.16182 -4.05127 -0.45863 0.0 -0.2 -0.1 -0.009
O 0.33551 -2.97861 -0.99545 0.4 -1.4 0.0 -0.008
C -1.52991 -4.01843 0.09819 0.1 -0.1 0.0 0.007
O -2.19199 -2.91252 0.08776 -0.3 -1.4 0.2 0.001
C -2.03364 -5.21845 0.62401 0.2 0.1 0.0 0.000
Br -3.80206 -5.10220 1.29965 0.0 -0.1 0.0 0.000
C -0.88726 1.80906 -3.47654 0.1 0.1 -0.1 0.000
N 0.37037 1.15994 -3.81243 0.0 0.0 0.0 -0.001
C 0.89756 1.36389 -5.14692 -0.1 0.0 0.1 0.000
C 1.49520 0.07463 -5.66635 -0.1 -0.1 -0.1 0.000
C 2.55866 -0.37153 -4.68956 0.0 0.0 0.1 0.001
N 2.01995 -0.44105 -3.34607 -0.1 0.0 0.0 -0.001
C 2.65830 -1.39324 -2.44904 0.1 0.0 -0.1 0.007
C 0.97101 0.32175 -2.91700 0.0 0.0 0.1 0.053
O 0.58806 0.26212 -1.74044 0.5 0.5 -0.6 0.063
H -1.61509 1.59865 -4.26415 0.0 0.0 0.0 0.000
H -0.75694 2.89387 -3.38859 0.0 0.0 0.0 0.001
H -1.30733 1.41073 -2.56018 0.0 -0.1 0.0 0.001
H 1.65898 2.15635 -5.15069 0.0 0.0 0.0 0.000
H 0.07559 1.70499 -5.77710 0.0 0.0 0.0 0.000
H 1.92463 0.21508 -6.66023 0.0 0.0 0.0 0.000
H 0.71109 -0.68465 -5.72453 0.0 0.0 0.0 0.000
H 3.41168 0.32095 -4.72277 0.0 0.0 0.0 0.000
H 2.94000 -1.36200 -4.94287 0.0 0.0 0.0 0.000
H 2.59572 -2.39730 -2.87074 0.0 0.0 0.0 0.000
H 2.15190 -1.42776 -1.49443 -0.1 0.1 0.0 0.000
H 3.70847 -1.12148 -2.29967 0.0 0.0 0.0 0.002
C 2.56128 -1.44193 3.47013 -0.1 -0.2 0.3 0.003
Si 3.20584 -0.18516 2.26240 -0.2 0.1 -0.1 0.012
C 4.57704 0.76120 3.13457 0.3 0.1 0.1 0.035
C 4.02275 -1.12122 0.87621 0.1 -0.2 -0.3 0.008
Ge 1.52285 1.28859 1.49399 0.1 0.0 0.4 0.357
Si 0.92313 2.45890 3.47238 -0.1 -0.2 -0.3 -0.019
C 2.30210 3.59738 4.06460 0.2 0.2 0.1 0.052
C -0.54723 3.58800 3.29796 -0.2 0.3 -0.1 0.011
C 0.56963 1.25702 4.85366 -0.1 -0.2 0.2 -0.005
Si 2.55110 2.85559 0.06118 -0.3 -0.2 -0.1 0.096
C 3.59636 4.20685 0.84176 0.2 0.2 0.1 0.057
C 3.66415 2.01698 -1.18835 0.3 -0.1 -0.2 0.015
C 1.20493 3.73046 -0.89724 -0.2 0.2 -0.2 0.026
H 3.23047 -2.30956 3.47740 -0.1 0.0 0.1 0.000
H 1.56456 -1.77240 3.17501 0.1 0.0 0.0 0.000
H 2.49721 -1.03652 4.48324 0.0 -0.1 0.0 0.000
H 5.38323 0.05790 3.38074 0.0 0.1 0.0 0.002
H 4.22156 1.21326 4.06432 0.0 0.0 0.0 -0.001
H 4.99569 1.56018 2.51323 0.0 -0.1 0.0 -0.002
H 4.85842 -1.69591 1.29257 0.0 0.0 -0.1 -0.001
H 4.40503 -0.45870 0.09554 0.0 -0.1 0.0 0.001
H 3.32257 -1.82319 0.41295 0.1 0.0 0.1 0.001
H 2.21765 4.57599 3.58349 0.0 0.0 0.1 0.000
H 3.30694 3.22129 3.87010 0.0 0.0 0.0 -0.002
H 2.18753 3.73543 5.14773 0.1 0.1 -0.1 -0.002
H -0.34784 4.37071 2.55656 0.0 0.0 0.1 0.003
H -0.72533 4.06957 4.26768 0.0 0.0 -0.1 -0.001
H -1.45462 3.06578 2.99268 0.0 0.0 0.1 -0.005
H 1.49850 0.84214 5.25625 -0.1 0.0 0.0 0.002
H -0.05054 0.41849 4.52137 0.0 0.1 0.0 0.000
H 0.04179 1.77987 5.65979 0.0 -0.1 0.0 0.001
H 4.35192 3.81766 1.53025 0.0 0.0 -0.1 0.002
H 2.98075 4.91642 1.40061 0.0 0.0 -0.1 0.000
H 4.10644 4.74725 0.03373 0.0 0.0 0.1 0.006
H 4.63281 1.76299 -0.74371 0.0 0.0 -0.1 0.008
H 3.83711 2.69598 -2.03296 0.1 -0.1 0.0 0.002
H 3.22359 1.09350 -1.56721 0.0 0.1 0.0 -0.011
H 0.62601 4.39174 -0.24232 0.0 0.0 -0.1 0.005
H 0.51052 2.99949 -1.32219 0.1 0.0 0.0 -0.009
H 1.63148 4.32934 -1.71208 -0.1 0.0 0.0 -0.003
```
Positions in Å, forces in eV/Å.

The spin multiplicity is 2. As for the largest force on an atom: 0.0380 Eh/bohr. The energy relative to the best compared isomer or geometry (same formula, charge and spin) is 132.77 kJ/mol. The HOMO-LUMO gap (spin up / spin down) comes out at 5.32 / 5.27 eV. As for the total charge: -2. The calculation puts the LUMO energy (spin up / spin down) at 3.9 / 3.8 eV. The calculation puts the HOMO energy (spin up / spin down) at -1.5 / -1.5 eV.

---

Entry 2:
Formula: C37H53F3N3O17S
Source: OMol25
Level of theory: wB97M-V/def2-TZVPD

Geometry as XYZ:
```
114
Properties=species:S:1:pos:R:3:forces:R:3:mulliken_charge:R:1
C 2.38473 -4.28418 -0.56655 -0.3 0.6 -0.9 -0.859
C 1.27895 -4.87254 -1.22354 0.5 -0.1 0.7 -0.390
C -0.13164 -4.23358 -1.45918 0.1 0.2 -0.6 -0.052
C -0.22659 -2.71071 -1.13763 2.9 1.2 -2.3 0.330
C 0.75311 -1.73231 -1.64135 -4.6 -2.5 2.9 -0.746
N 0.30456 -0.49752 -1.08604 -0.2 -2.3 0.1 0.635
N 1.05680 0.61797 -1.41044 -0.5 1.9 0.5 -0.918
C -0.81647 -0.65256 -0.32727 -0.1 0.6 0.3 0.540
C -1.53700 0.49992 0.43911 1.5 0.4 -1.0 0.083
C -0.49141 1.49352 1.14710 -1.3 -0.2 1.2 -0.231
O -0.93978 2.12653 2.07604 0.8 -0.5 -1.1 -0.496
N -1.20539 -1.99859 -0.35122 2.4 1.5 -1.0 0.236
S -2.51622 -2.85467 0.32983 -0.6 -7.1 -1.0 1.227
O -2.09641 -3.77228 1.39281 0.1 3.3 -0.3 -0.560
O -3.05641 -3.69199 -0.74297 0.5 3.0 0.6 -0.614
C -3.93335 -1.80217 0.91013 -3.1 0.7 1.4 0.368
F -4.24696 -0.77155 0.07791 1.0 -1.3 1.4 -0.165
F -3.74341 -1.43253 2.21930 0.1 0.0 -2.4 -0.181
F -5.03298 -2.63134 0.92808 2.3 1.1 -0.3 -0.173
H 3.02674 -3.56280 -1.16513 -1.7 0.8 1.6 0.266
H 2.71456 -4.50026 0.48571 0.8 -1.4 -1.8 0.256
H 1.40399 -5.94035 -1.58186 -1.2 0.6 1.8 0.475
H -0.50567 -4.51242 -2.48973 0.0 0.6 1.0 0.437
H -0.83370 -4.76318 -0.74039 1.0 0.3 -0.8 -0.161
H 1.63077 -1.96941 -2.27716 -0.9 0.8 0.7 0.618
H 1.75217 0.84997 -0.69117 -0.1 -0.5 -0.3 0.141
H 0.43798 1.44168 -1.54733 0.5 -0.9 -0.2 0.291
H -2.22162 0.17043 1.25983 0.7 0.2 -0.9 0.275
H -2.06222 1.15132 -0.33196 0.3 -0.9 0.9 -0.057
H 0.59029 1.57677 0.85087 -0.9 -0.1 0.0 0.405
O 2.60862 6.02958 1.20883 -0.4 0.2 0.1 -0.587
C 2.03164 5.85745 2.24712 0.5 0.1 -0.3 0.511
O 1.09621 6.70780 2.74180 0.2 -0.2 -0.3 -0.369
C 0.68657 6.26642 4.04507 -0.2 0.1 0.4 -0.488
C 1.02650 4.79202 4.08912 -0.1 -0.4 0.3 -0.201
C 2.25865 4.71545 3.20724 -0.5 -0.2 0.2 -0.249
H 1.23368 6.84227 4.79629 0.0 0.0 -0.1 0.257
H -0.38082 6.44509 4.17331 0.1 0.2 -0.2 0.350
H 1.18589 4.41714 5.10048 0.0 0.1 0.0 0.367
H 0.21690 4.21141 3.63829 0.0 0.0 0.1 -0.012
H 3.17589 4.90064 3.77014 0.1 0.0 -0.1 0.295
H 2.31813 3.76546 2.67871 0.3 0.1 -0.1 0.142
O -1.41269 -7.33766 -2.71006 -0.3 0.4 0.2 -0.605
C -2.00119 -7.51812 -1.67909 0.6 -0.1 -0.3 0.580
O -2.94231 -6.66904 -1.19008 0.2 -0.1 -0.3 -0.306
C -3.36496 -7.11837 0.10650 -0.3 0.0 0.4 -0.115
C -3.02700 -8.59389 0.14622 -0.1 -0.4 0.3 -0.551
C -1.78522 -8.66546 -0.72375 -0.5 -0.2 0.2 -0.431
H -2.82418 -6.54688 0.86684 0.0 0.0 0.0 -0.023
H -4.43357 -6.93972 0.22490 0.1 0.2 -0.2 0.339
H -2.87842 -8.97445 1.15692 0.0 0.1 0.0 0.322
H -3.83217 -9.17134 -0.31546 0.0 0.1 0.1 0.287
H -0.87399 -8.48346 -0.14944 0.1 0.0 -0.1 0.223
H -1.71990 -9.61190 -1.25720 0.3 0.2 -0.1 0.325
O 4.05141 1.34125 -0.04116 -0.6 -0.1 -0.4 -0.650
C 4.38004 0.56661 -0.89984 0.2 0.0 0.6 0.609
O 3.71290 0.42548 -2.07324 0.4 0.1 0.2 -0.287
C 4.29186 -0.65283 -2.82477 0.1 -0.1 -0.4 -0.058
C 5.69787 -0.80499 -2.28398 0.4 -0.3 -0.1 -0.642
C 5.53016 -0.40508 -0.82885 0.3 0.0 -0.5 -0.356
H 3.68785 -1.55202 -2.66819 0.0 0.0 0.0 -0.065
H 4.28524 -0.40384 -3.88564 -0.2 0.1 0.1 0.336
H 6.10574 -1.80659 -2.42059 -0.1 0.1 0.0 0.336
H 6.36564 -0.09910 -2.78406 -0.1 -0.1 0.0 0.296
H 5.24196 -1.25279 -0.20306 0.0 0.1 0.1 0.225
H 6.42462 0.07480 -0.43619 -0.2 -0.1 0.3 0.325
O 2.13680 -4.88822 6.80271 -0.1 0.4 -0.4 -0.549
C 1.30848 -4.78791 5.94601 0.3 -0.3 0.8 0.432
O 1.04820 -3.63128 5.27382 0.1 -0.1 0.0 -0.356
C -0.06904 -3.82699 4.39849 -0.2 0.2 -0.2 -0.120
C -0.13702 -5.32218 4.16550 -0.3 -0.3 -0.3 -0.330
C 0.37644 -5.88002 5.48093 -0.1 0.0 -0.6 -0.449
H -0.96774 -3.44150 4.88843 0.0 0.0 0.0 0.215
H 0.09151 -3.27578 3.47113 0.1 0.1 0.2 0.083
H -1.13535 -5.67126 3.89936 0.0 0.1 0.0 0.278
H 0.54441 -5.60288 3.35702 -0.1 0.0 0.0 0.225
H -0.42420 -5.99989 6.21348 0.1 -0.1 0.1 0.272
H 0.91127 -6.81734 5.34020 0.0 0.0 0.4 0.295
O 8.20899 9.22939 -1.03479 -0.5 0.1 0.0 -0.560
C 7.23810 8.64376 -0.64691 0.7 0.2 0.1 0.436
O 6.02311 9.22758 -0.46426 0.3 -0.1 -0.1 -0.363
C 5.11412 8.27524 0.10931 -0.4 0.0 0.1 -0.322
C 5.68710 6.92149 -0.23902 -0.1 -0.6 0.1 -0.356
C 7.18075 7.18838 -0.24897 -0.5 -0.2 -0.2 -0.378
H 5.06888 8.44191 1.18902 0.0 0.0 0.0 0.236
H 4.11930 8.41712 -0.31159 0.1 0.2 0.0 0.287
H 5.38630 6.13678 0.45506 -0.1 0.1 0.0 0.240
H 5.36099 6.62833 -1.24081 0.0 0.0 0.1 0.239
H 7.62235 7.07283 0.74307 0.1 0.0 -0.1 0.261
H 7.69835 6.56323 -0.97436 0.3 0.2 0.2 0.284
O -4.02407 4.05554 -1.44403 -0.4 0.1 -0.1 -0.569
C -5.02966 3.52535 -1.05861 0.6 0.3 0.1 0.334
O -6.22067 4.16136 -0.93110 0.4 -0.1 -0.2 -0.379
C -7.18154 3.27010 -0.34406 -0.4 0.0 0.2 -0.450
C -6.65522 1.87816 -0.62475 -0.1 -0.5 0.1 -0.645
C -5.15284 2.09182 -0.60616 -0.4 -0.3 -0.2 0.609
H -7.24564 3.48302 0.72624 0.0 0.0 -0.1 0.249
H -8.15909 3.43702 -0.79546 0.1 0.2 0.0 0.370
H -7.00318 1.13294 0.09122 -0.1 0.1 0.0 0.356
H -6.96799 1.55732 -1.62229 0.0 0.0 0.1 0.262
H -4.74039 2.00009 0.40158 0.1 0.1 -0.1 0.180
H -4.64129 1.41968 -1.29430 0.3 0.2 0.1 -0.229
O -0.99326 1.51986 -2.71740 -0.9 -0.1 0.1 -0.643
C -1.88253 1.62262 -3.52747 0.2 0.0 -0.2 0.383
O -3.12630 1.13089 -3.33516 0.6 0.0 0.3 -0.281
C -3.90841 1.32356 -4.52776 -0.5 0.0 -0.4 -0.461
C -3.22862 2.45460 -5.26664 -0.1 0.4 -0.3 -0.592
C -1.77170 2.25814 -4.88818 -0.4 0.3 0.0 -0.499
H -3.90691 0.39179 -5.09905 0.0 0.0 0.1 0.285
H -4.93518 1.56918 -4.25720 0.1 -0.1 0.2 0.313
H -3.41052 2.43762 -6.34088 0.0 -0.1 0.1 0.361
H -3.58113 3.41465 -4.88098 0.0 -0.1 0.0 0.286
H -1.26354 1.56620 -5.56365 0.1 0.0 0.1 0.312
H -1.23737 3.20515 -4.83572 0.3 -0.2 0.0 0.341
```
Positions in Å, forces in eV/Å.

As for the largest force on an atom: 0.1407 Eh/bohr. The HOMO-LUMO gap comes out at 7.08 eV. As for the total charge: +1. The calculation puts the LUMO energy at -3.6 eV. The calculation puts the HOMO energy at -10.7 eV.